One molecule with the formula C7H14, computed with ωB97M-V with the def2-TZVPD basis set.

Geometry as XYZ:
```
21
C7H14, DFT ωB97M-V with the def2-TZVPD basis set
C 1.3780 2.3718 -2.3100
C 1.4362 0.9833 -1.8643
C 0.6197 0.5199 -0.8699
C 0.7584 -0.8833 -0.2656
C -0.6753 -1.4167 0.1664
C -1.2977 -0.5681 1.1967
C -1.4619 -1.0498 2.6238
H 1.6932 2.9448 -1.4250
H 0.3506 2.5603 -2.6062
H 1.9871 2.5451 -3.1982
H 2.1495 0.2203 -2.2152
H -0.0117 1.2664 -0.2719
H 1.0998 -0.5614 0.7281
H 1.2542 -1.7183 -0.8658
H -1.3730 -1.8007 -0.5748
H -0.3919 -2.4091 0.6591
H -2.3014 -0.2034 0.9161
H -0.8683 0.4009 1.1550
H -0.5849 -1.6689 2.8736
H -1.3574 -0.0003 3.1598
H -2.4032 -1.5330 2.9882
```

Calculated values
- SMILES string: C/C=C/CCCC
- Kohn-Sham gap: 9.883 eV
- Energy above the lowest of the compared OMol25 structures with the same formula, charge and spin: 58.1 kcal per mole
- LUMO: 1.166 eV
- HOMO: -8.72 eV

Results of the Mulliken charge analysis, in e, for atoms 1 through 2:
1 C -1.12
2 C -0.06

C28H55O2PtSi4 as an isolated structure, computed with ωB97M-V with the def2-TZVPD basis set.

Geometry as XYZ:
```
90
C28H55O2PtSi4, DFT ωB97M-V with the def2-TZVPD basis set
O 0.8458 -3.7697 1.2164
C 0.4932 -3.9856 2.6103
C 1.2564 -5.3018 2.6963
H -0.5980 -4.0664 2.6656
H 0.8581 -3.1804 3.2584
C 1.4223 -5.1537 1.1898
H 0.6284 -6.1231 3.0293
H 2.1771 -5.2213 3.2730
C 0.6081 -6.2557 0.5631
H -0.3530 -6.3697 1.0693
H 1.1656 -7.2081 0.6828
H 0.4050 -6.0989 -0.4962
C 2.8314 -5.1985 0.6667
H 3.4486 -4.4124 1.1059
H 2.7988 -5.1026 -0.4258
H 3.3088 -6.1663 0.9010
Pt 0.0833 -1.2183 1.3831
C 1.9764 0.3637 -0.1262
C 1.7375 0.2622 1.2927
C 2.1169 -1.1196 1.7116
H 1.6595 1.0994 1.9877
C 2.5813 -1.7853 0.4865
C 2.5156 -0.8630 -0.5791
H 2.9596 -1.0371 -1.5690
H 2.0046 1.3259 -0.6540
H 2.3257 -1.3544 2.7513
H 3.0904 -2.7386 0.4777
C -0.3236 0.6360 -2.3286
C 0.4983 -0.0404 -3.2711
C -0.3135 -0.9863 -3.9613
H 1.5446 0.1868 -3.4786
C -1.6548 -0.8656 -3.4729
C -1.6437 0.1146 -2.4258
H -2.4950 0.4955 -1.8596
H 0.0256 1.4276 -1.6539
H 0.0311 -1.6631 -4.7420
H -2.5375 -1.3892 -3.8620
O -0.1320 -4.8266 -2.0788
C 0.6280 -3.6047 -1.9116
C -0.1346 -2.5514 -1.0971
H 0.8089 -3.2472 -2.9406
H 1.6220 -3.7696 -1.4639
C -1.5009 -3.1734 -0.8226
H -0.2164 -1.6452 -1.6844
H 0.3673 -2.3153 -0.1054
C -1.4724 -4.5052 -1.6116
H -2.3126 -2.5306 -1.2052
H -1.5741 -3.3846 0.2600
H -2.0883 -4.4226 -2.5318
H -1.8183 -5.3650 -1.0080
C -4.4854 1.8397 -0.8555
Si -3.7789 1.3814 0.8547
C -4.7972 2.5378 1.9844
C -4.2274 -0.4039 1.2710
Si -1.3815 1.1952 1.1607
Si -1.2032 3.4743 0.0839
C -2.4663 4.8679 0.4870
C 0.5040 4.1479 0.6231
C -1.2222 3.6766 -1.8279
Si -1.3047 2.1334 3.3192
C -2.0969 3.8120 3.7246
C -2.2056 0.8161 4.3191
C 0.4680 2.3566 3.9128
H -5.5756 1.9249 -0.7277
H -4.3047 1.0585 -1.6044
H -4.1216 2.8049 -1.2335
H -5.8550 2.3417 1.7389
H -4.6531 2.3274 3.0537
H -4.6079 3.6044 1.7943
H -3.6762 -1.1138 0.6358
H -4.0355 -0.6374 2.3284
H -5.3039 -0.5097 1.0659
H -2.4076 5.2286 1.5217
H -2.2230 5.7213 -0.1721
H -3.5050 4.5776 0.2717
H 1.2775 3.3603 0.5987
H 0.8014 4.9382 -0.0941
H 0.4793 4.6009 1.6309
H -0.2115 3.6117 -2.2574
H -1.8609 2.9392 -2.3306
H -1.6073 4.6757 -2.0898
H -3.1450 3.9041 3.4255
H -2.0655 3.9366 4.8177
H -1.5386 4.6523 3.2940
H -1.7327 -0.1655 4.1770
H -2.1204 1.0957 5.3795
H -3.2705 0.7263 4.0688
H 1.0504 1.4307 3.8412
H 0.9995 3.1441 3.3634
H 0.4469 2.6531 4.9723
```

Calculated values
- 2S+1: 3
- Kohn-Sham gap (alpha / beta): 5.364 / 4.291 eV
- Energy above the lowest of the compared OMol25 structures with the same formula, charge and spin: 85.6 kcal per mole
- LUMO (alpha / beta): 2.052 / 1.110 eV
- Total charge: -1
- <S²>: 2.0298
- HOMO (alpha / beta): -3.31 / -3.18 eV

Results of the Mulliken charge analysis, in e, for atoms 1 through 2:
1 O -0.06
2 C -0.63

A 2-piece molecular cluster, C7H18N overall, computed with ωB97M-V with the def2-TZVPD basis set.

Geometry as XYZ:
```
26
C7H18N, DFT ωB97M-V with the def2-TZVPD basis set
C -2.0279 -1.7723 -2.8528
C -1.4937 -1.1470 -1.6058
C -2.2712 -0.4826 -0.7715
N -1.7214 0.1612 0.4481
H -3.0594 -1.4804 -3.0381
H -1.4219 -1.4250 -3.6925
H -1.9522 -2.8588 -2.8349
H -0.4300 -1.2775 -1.4318
H -3.3342 -0.3453 -0.9020
H -0.7564 -0.1453 0.5815
H -1.7289 1.1763 0.3341
H -2.2880 -0.0688 1.2653
C 2.4847 1.8397 -0.2713
C 0.7257 -0.4422 2.3996
C 1.8097 0.3662 1.6822
C 1.3712 0.9984 0.3614
H 2.6949 2.7213 0.3326
H 2.1898 2.1412 -1.2756
H 3.4115 1.2706 -0.3475
H 1.0405 -0.9014 3.3345
H 0.4305 -1.3060 1.7845
H -0.1386 0.1929 2.6075
H 2.6858 -0.2571 1.4994
H 2.1682 1.1749 2.3249
H 1.1110 0.2060 -0.3573
H 0.5006 1.6611 0.4257
```

Calculated values
- Kohn-Sham gap: 11.496 eV
- Energy above the lowest of the compared OMol25 structures with the same formula, charge and spin: 18.7 kcal per mole
- LUMO: -3.242 eV
- Total charge: +1
- HOMO: -14.74 eV

Results of the Mulliken charge analysis, in e, for atoms 1 through 2:
1 C -1.29
2 C -0.05

One molecule with the formula C27H33N5O4S, computed with ωB97M-V with the def2-TZVPD basis set.

Geometry as XYZ:
```
70
C27H33N5O4S, DFT ωB97M-V with the def2-TZVPD basis set
C -4.2768 -4.6589 -3.9787
O -3.2861 -3.6633 -3.9945
C -3.6789 -2.3610 -3.8575
C -4.9936 -1.9215 -3.7751
C -5.2735 -0.5747 -3.6392
C -4.2622 0.3827 -3.5549
N -4.5933 1.7350 -3.4476
C -5.6832 2.1333 -2.5730
C -5.1350 2.8841 -1.3374
N -3.7913 2.4149 -1.0681
C -3.6676 1.2824 -0.3209
O -4.6193 0.7766 0.2443
C -2.3033 0.7211 -0.1828
S -2.1287 -0.9935 -0.4563
C -0.4622 -0.9005 -0.0339
N 0.3667 -1.9638 -0.0527
C 1.5771 -1.7360 0.3174
N 2.0744 -0.5293 0.6773
C 3.4275 -0.4235 1.1670
C 3.5458 -1.1860 2.4994
O 2.6240 -1.8793 2.8844
N 4.6991 -1.0546 3.1801
C 4.8211 -1.7303 4.4619
C 5.0996 -0.7228 5.5722
C 6.3651 0.0628 5.2470
C 6.2087 0.7332 3.8857
C 5.8525 -0.2683 2.7762
C 7.0286 -1.1745 2.3985
C 1.2784 0.6328 0.7318
O 1.7683 1.6929 1.0768
C -0.0804 0.3910 0.3234
C -1.1540 1.3236 0.2479
C -1.0163 2.7567 0.6330
C -2.8531 2.8376 -2.0835
C -3.5513 2.7306 -3.4650
C -2.9450 -0.0716 -3.6634
C -2.6619 -1.4122 -3.8149
H -3.7449 -5.6066 -4.0504
H -4.9592 -4.5640 -4.8308
H -4.8536 -4.6382 -3.0482
H -5.8180 -2.6154 -3.8242
H -6.3086 -0.2708 -3.6135
H -6.2131 1.2460 -2.2323
H -6.3812 2.7763 -3.1234
H -5.0898 3.9628 -1.5061
H -5.7539 2.6791 -0.4641
H 2.2666 -2.5673 0.3255
H 4.1277 -0.8345 0.4340
H 3.6078 0.6465 1.3118
H 3.8815 -2.2558 4.6387
H 5.6290 -2.4666 4.4092
H 5.2057 -1.2504 6.5206
H 4.2536 -0.0379 5.6549
H 6.5446 0.8229 6.0089
H 7.2253 -0.6090 5.2416
H 7.1263 1.2545 3.6095
H 5.4067 1.4720 3.9487
H 5.5880 0.3073 1.8872
H 7.8244 -0.5755 1.9640
H 6.7103 -1.9124 1.6654
H 7.4279 -1.6981 3.2611
H -0.4240 3.2928 -0.1083
H -1.9900 3.2290 0.7287
H -0.4808 2.8247 1.5774
H -2.5482 3.8732 -1.8927
H -1.9710 2.2005 -2.0400
H -2.8302 2.5018 -4.2492
H -4.0256 3.6846 -3.7168
H -2.1130 0.6133 -3.6265
H -1.6402 -1.7506 -3.8858
```

Calculated values
- SMILES string: COc1ccc(N2CCN(C(=O)c3sc4ncn(CC(=O)N5CCCC[C@H]5C)c(=O)c4c3C)CC2)cc1
- Kohn-Sham gap: 7.753 eV
- Energy above the lowest of the compared OMol25 structures with the same formula, charge and spin: 27.1 kcal per mole
- LUMO: 0.501 eV
- HOMO: -7.25 eV

Results of the Mulliken charge analysis, in e, for atoms 1 through 2:
1 C -0.88
2 O -0.46

A 2-piece molecular cluster, C2H5Br overall, computed with ωB97M-V with the def2-TZVPD basis set.

Geometry as XYZ:
```
8
C2H5Br, DFT ωB97M-V with the def2-TZVPD basis set
C -0.1870 0.3903 1.2154
C 0.3546 -0.5644 -1.2536
Br -0.1049 0.8924 -2.2750
H 0.6067 0.3441 1.9592
H -0.4461 1.3578 0.8468
H -0.9989 -0.3388 1.3792
H -0.2732 -1.5168 -1.4305
H 1.0487 -0.5645 -0.4414
```

Calculated values
- Kohn-Sham gap (alpha / beta): 8.985 / 8.456 eV
- Energy above the lowest of the compared OMol25 structures with the same formula, charge and spin: 87.0 kcal per mole
- LUMO (alpha / beta): 0.134 / 0.202 eV
- HOMO (alpha / beta): -8.85 / -8.25 eV

Results of the Mulliken charge analysis, in e, for atoms 1 through 2:
1 C -1.02
2 C -0.68

A 2-piece molecular cluster, C4H12 overall, computed with ωB97M-V with the def2-TZVPD basis set.

Geometry as XYZ:
```
16
C4H12, DFT ωB97M-V with the def2-TZVPD basis set
C -0.6856 1.6761 1.0787
C -0.8170 2.1512 -0.3736
H -1.1936 2.3793 1.7328
H -1.0723 0.6615 1.0370
H 0.3628 1.6155 1.3708
H -1.7326 1.7869 -0.8231
H 0.0639 1.9382 -0.9740
H -0.8461 3.2493 -0.4392
C 0.9516 -1.2698 -0.0016
C 0.5441 -2.5770 -0.6852
H 1.8669 -1.2668 0.5916
H 1.0870 -0.4570 -0.7142
H 0.1396 -0.9259 0.6348
H -0.3329 -2.3733 -1.2951
H 0.3306 -3.3096 0.0913
H 1.3645 -2.9688 -1.2854
```

Calculated values
- SMILES string: CC.CC
- Kohn-Sham gap: 12.757 eV
- Energy above the lowest of the compared OMol25 structures with the same formula, charge and spin: 6.5 kcal per mole
- LUMO: 1.160 eV
- HOMO: -11.60 eV

Results of the Mulliken charge analysis, in e, for atoms 1 through 2:
1 C -0.71
2 C -0.87

C34H43FNO3PPd as an isolated structure, computed with ωB97M-V with the def2-TZVPD basis set.

Geometry as XYZ:
```
84
C34H43FNO3PPd, DFT ωB97M-V with the def2-TZVPD basis set
Pd -0.7517 -1.6767 0.3463
C 6.0099 1.5819 -3.3113
C 4.7231 2.3563 -3.5858
C 4.8826 3.8650 -3.4292
C 5.1868 4.2323 -1.9841
C 4.2048 3.5771 -1.0479
C 3.9834 4.0783 0.2223
C 3.0752 3.4609 1.0690
F 2.9053 4.0075 2.3033
C 2.3666 2.3515 0.6957
C 2.5768 1.8243 -0.5841
C 1.7744 0.6088 -0.9684
O 0.9977 0.1591 -0.1459
C 2.0369 0.1239 -2.3131
C 2.9525 0.7721 -3.0612
N 3.6484 1.9000 -2.7201
C 3.4862 2.4352 -1.4532
C 1.3060 -1.0543 -3.0129
O 1.9322 -1.5565 -3.9735
O 0.1732 -1.3195 -2.5796
H 6.8170 1.9282 -3.9624
H 5.8522 0.5183 -3.4891
H 6.3277 1.6999 -2.2744
H 4.3990 2.1448 -4.6084
H 3.9509 4.3435 -3.7412
H 5.6750 4.2183 -4.0943
H 5.1547 5.3166 -1.8519
H 6.2058 3.9216 -1.7277
H 4.5055 4.9611 0.5730
H 1.6449 1.8646 1.3379
H 3.1528 0.3576 -4.0449
C -4.6599 -2.1046 -0.2323
C -3.9772 -0.8724 -0.8301
C -3.3643 -1.3019 -2.1737
C -5.0253 0.2054 -1.1082
P -2.4755 -0.4004 0.2486
C -2.2164 1.3233 -0.4639
C -2.6945 2.5628 -0.0327
C -2.3460 3.7445 -0.6736
C -1.5265 3.7172 -1.7931
C -1.0558 2.4940 -2.2501
C -1.3812 1.3199 -1.5855
C -3.1246 -0.0152 2.0003
C -2.0202 0.8285 2.6532
C -4.4936 0.6398 2.1928
C -3.1552 -1.3424 2.7799
H -5.3453 -2.5340 -0.9733
H -5.2446 -1.8641 0.6578
H -3.9184 -2.8608 0.0349
H -4.1467 -1.7573 -2.7945
H -2.5485 -2.0119 -2.0274
H -2.9576 -0.4495 -2.7184
H -5.7617 -0.1816 -1.8243
H -4.5713 1.0950 -1.5462
H -5.5681 0.5094 -0.2124
H -3.3444 2.6299 0.8279
H -2.7195 4.6901 -0.2928
H -1.2465 4.6379 -2.2939
H -0.4020 2.4420 -3.1149
H -0.9472 0.3754 -1.9081
H -1.9721 1.8449 2.2617
H -1.0529 0.3440 2.4852
H -2.2039 0.8865 3.7327
H -4.6171 1.5911 1.6781
H -4.6535 0.8226 3.2632
H -5.2975 -0.0191 1.8597
H -2.1960 -1.8566 2.7011
H -3.9280 -2.0203 2.4177
H -3.3753 -1.1238 3.8336
C -0.0845 -4.9069 4.7090
C 0.6308 -5.1064 3.3643
C 2.1500 -5.0490 3.6018
C 0.2737 -6.4997 2.8202
C 0.2241 -4.0684 2.4068
C -0.1417 -3.2040 1.6215
H 0.2123 -5.6785 5.4301
H -1.1657 -4.9491 4.5687
H 0.1563 -3.9256 5.1206
H 2.4707 -5.8166 4.3170
H 2.4285 -4.0670 3.9862
H 2.6776 -5.1983 2.6590
H 0.5508 -7.2864 3.5326
H 0.7932 -6.6750 1.8772
H -0.7977 -6.5587 2.6235
```

Calculated values
- Kohn-Sham gap: 3.904 eV
- Energy above the lowest of the compared OMol25 structures with the same formula, charge and spin: 1.4 kcal per mole
- LUMO: 3.891 eV
- Total charge: -2
- HOMO: -0.01 eV

Results of the Mulliken charge analysis, in e, for atoms 1 through 2:
1 Pd -0.92
2 C -1.45

One molecule with the formula C5H8O, computed with ωB97M-V with the def2-TZVPD basis set.

Geometry as XYZ:
```
14
C5H8O, DFT ωB97M-V with the def2-TZVPD basis set
C -0.1153 -1.8903 -0.6643
C 0.1953 -0.5170 0.0381
C 0.2616 0.4993 1.3544
C -0.3632 1.5916 0.4258
C -0.0800 0.6825 -0.7504
O 1.2414 0.1430 -0.6750
H -1.1626 -2.2336 -0.7920
H 0.4594 -2.7527 -0.3127
H 0.2292 -1.7046 -1.6970
H -0.2207 0.3009 2.3205
H 1.2960 0.8293 1.5605
H -1.4323 1.7187 0.6427
H 0.1001 2.5830 0.3273
H -0.4090 0.7498 -1.7780
```

Calculated values
- SMILES string: C[C@]12CC[C@H]1O2
- Kohn-Sham gap: 10.784 eV
- Energy above the lowest of the compared OMol25 structures with the same formula, charge and spin: 70.6 kcal per mole
- LUMO: 1.107 eV
- HOMO: -9.68 eV

Results of the Mulliken charge analysis, in e, for atoms 1 through 2:
1 C -1.07
2 C 0.47